[1]
DFT (wB97M-V/def2-TZVPD) results for a 8-piece molecular cluster, C40H67N5O6 overall in a non-equilibrium geometry.

Structure (XYZ):
```
118
Properties=species:S:1:pos:R:3:forces:R:3
O -7.3819 -6.9630 10.6194 0.9 0.1 0.6
N -7.9124 -6.4869 11.6122 -0.9 0.1 -1.3
O -9.0778 -6.7157 11.8632 0.0 0.3 0.9
C -7.1902 -5.4895 12.4131 0.1 0.8 1.1
C -7.8670 -4.3564 12.8860 -0.9 -0.1 -0.2
C -7.2335 -3.3556 13.6049 0.8 0.2 0.4
C -5.9054 -3.5123 13.9452 -0.1 -0.9 -0.4
C -5.2934 -4.6800 13.5235 2.1 0.4 0.5
C -5.8541 -5.6644 12.7668 -1.4 -0.3 -1.2
H -8.9299 -4.2148 12.7569 -0.1 -0.4 -0.5
H -7.6757 -2.4403 13.9698 -0.8 -0.2 -0.3
H -5.3514 -2.8007 14.5393 -0.1 0.1 -0.1
H -4.2435 -4.8104 13.7404 0.2 0.0 0.2
H -5.2978 -6.5066 12.3827 0.1 -0.1 0.2
C -5.9840 -15.1810 10.6623 -0.2 0.9 0.1
O -5.8354 -13.9966 11.4570 1.1 0.0 0.6
C -6.9607 -13.1592 11.6498 -1.4 -2.3 -0.2
C -8.0139 -13.8712 12.5315 -1.6 0.3 0.1
C -9.3893 -13.1665 12.3871 -0.3 -0.2 -0.4
N -7.7908 -13.8978 13.9624 0.7 0.8 0.9
H -6.5448 -15.9993 11.1138 -0.3 0.2 0.4
H -4.9917 -15.5879 10.4678 0.1 0.4 0.0
H -6.4647 -14.9066 9.7233 0.0 -0.1 -0.3
H -6.7557 -12.2027 12.1306 0.8 -0.1 -0.2
H -7.4231 -13.0032 10.6751 -0.1 0.4 -0.2
H -8.1936 -14.9117 12.2611 0.4 0.0 -0.5
H -10.2049 -13.6281 12.9438 0.4 -0.4 0.3
H -9.7588 -13.1850 11.3618 0.3 0.2 -0.3
H -9.3856 -12.1352 12.7401 0.3 0.2 -0.1
H -6.9423 -14.3191 14.3127 0.3 -0.8 -0.6
H -7.5828 -12.9402 14.2072 -0.5 0.6 0.4
C -7.2759 -8.6396 4.3009 0.4 -0.9 0.2
O -6.8936 -8.4469 2.9445 -0.1 -0.7 -0.8
C -7.1529 -9.6080 2.0515 -0.8 1.1 1.2
C -6.4413 -9.5325 0.7266 2.4 -1.1 0.0
C -6.5594 -10.8446 -0.1317 -0.7 0.9 -0.4
N -4.9484 -9.4022 0.9192 -0.5 0.8 0.3
H -6.5716 -9.3031 4.8027 0.4 -0.1 0.0
H -8.2276 -9.1376 4.4867 -0.5 0.1 -0.6
H -7.2826 -7.7231 4.8909 0.1 0.3 -0.6
H -6.8779 -10.5417 2.5421 0.1 -0.1 0.3
H -8.2309 -9.5778 1.8929 -0.2 -0.4 0.0
H -6.7251 -8.6377 0.1725 -0.3 -0.2 -0.1
H -6.0862 -11.7443 0.2617 0.0 0.3 0.6
H -6.0601 -10.6733 -1.0854 0.1 0.3 0.1
H -7.5804 -11.0967 -0.4181 -0.2 0.0 0.3
H -4.6254 -9.9800 1.6821 -0.2 -1.1 -0.1
H -4.7904 -8.5308 1.4048 -0.1 0.8 -0.4
C -11.7080 -13.8370 7.9119 -1.4 -0.2 0.6
O -12.9086 -14.6741 7.8564 1.6 0.7 -0.3
C -13.3342 -14.8390 6.4944 -1.5 -0.1 1.7
C -14.4953 -13.8504 6.1513 0.4 -0.2 -0.5
C -15.8266 -13.9876 6.8925 0.9 0.4 1.0
N -14.8499 -14.0586 4.7578 0.6 0.5 -1.1
H -11.9930 -12.8145 7.6640 0.2 0.1 -0.3
H -10.8776 -14.1757 7.2923 -0.2 -0.3 -0.3
H -11.3470 -13.8020 8.9398 -0.2 -0.3 0.1
H -12.4334 -14.8651 5.8812 -0.5 0.4 -0.6
H -13.8155 -15.8169 6.4783 0.2 -0.4 -0.2
H -14.1063 -12.8413 6.2874 0.0 0.2 -0.2
H -16.5636 -13.3036 6.4716 0.1 0.0 -0.3
H -15.7287 -13.6630 7.9284 -0.1 -0.6 0.3
H -16.2018 -15.0012 6.7512 -0.1 -0.1 0.5
H -15.3445 -13.2243 4.4758 0.0 0.1 -0.4
H -15.5487 -14.7854 4.6993 0.0 -0.3 0.0
C -6.3247 -2.3324 9.6779 0.9 -0.9 0.0
O -5.5810 -3.3133 8.9316 -1.1 -0.1 -0.1
C -6.0818 -4.6711 8.9962 1.7 -0.1 -0.4
C -5.5095 -5.4433 7.7890 0.3 0.8 -0.7
C -5.7911 -6.8961 7.7864 -1.4 -0.2 0.3
N -4.0632 -5.4072 7.7561 0.9 0.9 1.1
H -6.3547 -2.5826 10.7384 -0.2 -0.4 0.2
H -7.3439 -2.2472 9.3011 0.0 0.3 -0.1
H -5.7354 -1.4158 9.6499 -0.3 0.1 -0.5
H -5.6180 -5.1135 9.8778 -0.3 -0.2 0.3
H -7.1611 -4.8194 9.0316 -0.2 0.6 0.0
H -5.8184 -4.9616 6.8613 -0.9 0.1 0.0
H -6.8672 -7.0542 7.7144 -0.1 -0.4 0.2
H -5.3854 -7.2445 8.7363 -0.1 -0.5 -0.2
H -5.3108 -7.3775 6.9346 0.1 -0.1 0.1
H -3.8171 -4.4629 8.0167 0.6 0.2 -0.3
H -3.7411 -5.5988 6.8182 0.1 0.1 0.0
C -7.0288 -10.2440 7.4541 1.8 0.9 -0.1
C -7.7852 -11.1934 6.8138 -1.8 -1.1 1.0
C -8.9080 -11.6740 7.5072 -0.2 1.1 0.5
C -9.3027 -11.0700 8.7343 -0.1 -1.2 -1.4
C -8.5477 -10.0819 9.2900 1.9 0.7 0.3
C -7.3327 -9.6885 8.6793 -1.9 -0.7 0.5
H -6.0947 -9.9296 7.0127 0.1 0.1 -0.3
H -7.5838 -11.6038 5.8354 0.4 0.1 0.0
H -9.5579 -12.4414 7.1131 0.2 0.0 -0.2
H -10.2190 -11.4210 9.1855 0.0 0.0 0.2
H -8.7264 -9.6253 10.2523 -0.6 0.0 0.1
H -6.7538 -8.9479 9.2110 0.3 -0.1 -0.4
C -6.4513 -15.4777 1.3258 0.5 -0.1 1.0
C -5.4781 -15.6507 2.3265 -0.1 1.3 0.9
C -5.4072 -14.7592 3.4651 -0.3 -0.7 -2.8
C -6.2738 -13.6913 3.4244 -0.1 -0.2 0.5
C -7.2738 -13.5621 2.4520 -0.5 0.2 0.9
C -7.4316 -14.4696 1.4280 1.6 -0.5 -0.2
H -6.4028 -16.1353 0.4704 -0.2 0.0 -0.1
H -4.6647 -16.3499 2.2009 -0.2 -0.4 -0.1
H -4.5977 -14.7650 4.1799 0.0 -0.4 0.1
H -6.1313 -12.9632 4.2092 -0.4 0.4 0.0
H -7.9909 -12.7715 2.6170 0.0 0.3 -0.4
H -8.1184 -14.3441 0.6039 -0.3 0.1 0.2
C -2.2631 -7.0221 12.3913 0.0 -0.2 -0.8
C -2.3620 -7.7979 13.5462 0.7 1.6 -0.4
C -3.2475 -8.8264 13.6161 -0.5 -0.9 0.3
C -3.9479 -9.2320 12.4911 -0.1 0.7 -0.7
C -3.7802 -8.5165 11.2938 -0.1 0.9 0.1
C -2.9642 -7.3713 11.2300 -0.1 -0.8 1.4
H -1.6495 -6.1344 12.3500 0.2 0.0 0.2
H -1.7579 -7.5119 14.3946 -0.1 0.0 0.2
H -3.4241 -9.2792 14.5805 0.0 -0.4 0.0
H -4.6691 -10.0322 12.5687 0.0 -0.1 -0.2
H -4.3857 -8.6677 10.4123 -0.1 -0.7 0.0
H -2.9025 -6.7552 10.3452 -0.1 -0.1 -0.2
```
Forces are in eV/Å.

HOMO: -9.0 eV
structure (SMILES): O=[N+]([O-])c1ccccc1.COC[C@H](C)N.COC[C@H](C)N.COC[C@H](C)N.COC[C@H](C)N.c1ccccc1.c1ccccc1.c1ccccc1
energy above the lowest of the compared OMol25 structures with the same formula, charge and spin: 44.1 kcal per mole
2S+1: 1

[2]
DFT (wB97M-V/def2-TZVPD) results for a 10-piece molecular cluster, C40H68Cl18O3 overall in a non-equilibrium geometry.

Structure (XYZ):
```
129
Properties=species:S:1:pos:R:3:forces:R:3
C 3.7881 -3.1077 2.8325 0.1 -1.0 -0.2
C 4.2044 -1.9985 2.9819 0.0 0.8 -1.5
C 4.5457 -0.6370 2.6612 0.2 0.1 0.5
C 3.6074 0.3056 2.4055 0.1 -0.4 -0.1
C 2.1378 -0.0689 2.4497 0.3 0.8 0.4
C 1.1053 1.0652 2.3762 -0.7 -1.1 -0.8
C -0.3079 0.4129 2.2388 0.7 0.2 0.9
C -1.3632 1.0141 3.1973 -0.4 -0.3 -0.8
C -2.4211 1.8358 2.4338 0.4 -0.3 0.7
C -3.2677 0.9477 1.5329 -0.4 0.2 -0.3
C -4.4742 1.6922 0.9247 0.9 -0.1 -0.1
C -4.9376 1.0960 -0.4081 -0.8 -0.2 0.6
C -5.0598 -0.4177 -0.4461 -0.2 -0.1 -1.0
O -6.3084 -0.8556 0.0894 0.4 0.0 0.4
C -6.2019 -2.1533 0.6327 -0.3 -0.1 0.1
C 4.1058 1.6725 2.0364 0.4 0.2 -0.4
O 3.3858 2.6130 1.7691 -0.2 -0.2 0.2
C 5.5747 1.8934 1.9506 0.4 -0.3 0.1
C 6.4976 0.9670 2.2229 -0.1 0.1 0.4
C 7.9773 1.2098 2.1582 -0.1 -0.2 -0.4
C 8.4364 1.2983 0.6845 0.1 0.0 0.7
C 9.9631 1.1103 0.6312 -0.6 -0.7 -0.2
C 10.3392 -0.3930 0.5826 0.3 0.7 0.0
C 6.0264 -0.3853 2.6328 -0.1 0.0 0.2
O 6.7957 -1.2614 2.9650 -0.1 0.1 -0.1
H 3.4785 -4.1171 2.6815 0.0 0.1 0.2
H 1.9439 -0.8404 1.6978 0.1 0.1 -0.1
H 1.9801 -0.5571 3.4111 0.0 -0.2 -0.1
H 1.1466 1.6707 3.2798 0.2 0.2 -0.2
H 1.2643 1.6557 1.4795 0.2 0.4 0.3
H -0.2049 -0.6512 2.4749 -0.1 0.0 -0.1
H -0.6079 0.4883 1.1934 -0.2 -0.1 0.1
H -0.8935 1.5965 3.9916 0.0 0.1 -0.1
H -1.8894 0.1878 3.6872 0.0 0.1 0.1
H -1.9103 2.6339 1.8850 -0.2 0.0 -0.1
H -3.0683 2.3014 3.1860 -0.1 0.1 -0.2
H -2.7038 0.5402 0.6873 0.3 0.1 0.2
H -3.5959 0.0852 2.1256 -0.1 0.0 -0.1
H -5.2708 1.7667 1.6667 -0.1 0.0 -0.2
H -4.1047 2.7007 0.7078 -0.3 0.1 0.1
H -5.9444 1.4842 -0.6077 0.1 0.0 -0.2
H -4.3146 1.4318 -1.2373 0.2 -0.1 0.2
H -4.2308 -0.9466 0.0323 0.0 0.2 0.2
H -5.0409 -0.7219 -1.5066 0.1 -0.1 0.1
H -7.1563 -2.4137 1.0948 0.0 0.1 0.0
H -5.9901 -2.9083 -0.1365 0.1 0.1 0.0
H -5.4283 -2.1880 1.4076 0.0 -0.1 -0.1
H 5.8974 2.8832 1.6425 -0.3 0.1 0.1
H 8.5078 0.3792 2.6272 -0.2 -0.1 0.0
H 8.2573 2.1074 2.7151 -0.1 0.1 -0.1
H 7.9161 0.5051 0.1345 0.4 0.4 0.2
H 8.1230 2.2560 0.2601 0.0 0.0 0.0
H 10.3960 1.5089 1.5508 0.0 0.5 -0.3
H 10.3442 1.6241 -0.2518 0.3 0.1 0.2
H 10.6598 -0.6526 -0.4248 -0.2 -0.3 0.0
H 11.1810 -0.5752 1.2537 0.0 -0.2 -0.1
H 9.5066 -1.0241 0.8946 0.0 -0.1 -0.1
Cl 7.3159 -0.6870 -1.6753 0.0 -0.4 -0.5
C 7.8188 -1.6775 -3.0822 -0.2 -0.2 0.0
C 8.2464 -3.0709 -2.6983 -0.2 -0.1 0.0
Cl 9.7776 -3.1025 -1.7921 0.0 0.0 0.0
H 8.6071 -1.1451 -3.5977 0.1 0.0 0.1
H 6.9557 -1.7392 -3.7426 0.0 0.0 0.0
H 8.4049 -3.6575 -3.6021 0.0 0.1 0.0
H 7.4919 -3.5676 -2.0926 0.0 0.0 0.1
Cl -1.5259 2.8649 -1.4908 0.1 -0.1 0.0
C -0.9483 2.9165 -3.1844 0.0 0.0 0.0
C -1.7438 2.0108 -4.0921 -0.1 0.0 -0.1
Cl -1.4603 0.2852 -3.7153 0.1 0.0 0.0
H 0.1050 2.6472 -3.1845 0.0 0.0 0.1
H -1.0405 3.9492 -3.5171 -0.1 0.0 0.0
H -1.4426 2.1678 -5.1274 0.1 0.0 0.0
H -2.8155 2.2027 -4.0071 0.5 -0.3 -0.1
Cl -10.0781 -0.3132 -2.3617 -0.1 0.0 0.0
C -9.3436 -1.2172 -1.0088 0.2 0.0 0.0
C -9.7311 -2.6720 -1.0265 0.1 0.0 0.0
Cl -11.4586 -2.9189 -0.6534 0.0 0.0 0.0
H -9.6418 -0.7346 -0.0813 -0.1 0.0 0.0
H -8.2641 -1.1214 -1.1116 0.0 0.0 0.0
H -9.1634 -3.2095 -0.2685 0.0 0.0 0.0
H -9.5295 -3.1251 -1.9941 -0.1 0.0 0.0
Cl 0.0436 -0.4855 6.8742 0.0 0.0 -0.1
C 0.4460 -2.2068 6.6341 -0.1 -0.1 0.0
C 1.9238 -2.4696 6.7505 0.1 0.1 0.2
Cl 2.8465 -1.7566 5.3965 -0.3 -0.1 0.9
H 0.0657 -2.5055 5.6598 0.0 0.1 0.0
H -0.0877 -2.7680 7.3998 0.0 0.0 0.0
H 2.1130 -3.5429 6.7192 -0.2 0.3 -0.1
H 2.3260 -2.0737 7.6813 0.0 0.1 0.0
Cl 8.0613 1.2654 -4.3976 0.0 0.2 -0.1
C 8.5435 1.3987 -6.1095 0.1 0.1 0.0
C 7.7855 0.4413 -6.9921 0.0 0.1 -0.1
Cl 8.2341 -1.2584 -6.6860 0.0 0.0 0.0
H 9.6162 1.2318 -6.1698 0.0 -0.1 0.0
H 8.3367 2.4222 -6.4182 -0.1 0.0 0.0
H 8.0155 0.6454 -8.0365 0.1 0.0 0.0
H 6.7117 0.5353 -6.8509 0.0 0.0 0.1
Cl 4.6809 -7.9654 5.8913 0.0 0.0 0.0
C 4.8105 -6.2019 6.1117 0.1 0.0 0.0
C 4.0083 -5.7172 7.2914 0.1 0.1 0.1
Cl 2.2496 -5.8616 7.0168 0.0 -0.4 0.0
H 4.4908 -5.7226 5.1898 0.0 0.0 0.0
H 5.8637 -5.9765 6.2696 0.0 0.0 0.0
H 4.2173 -4.6616 7.4656 0.0 0.0 -0.1
H 4.2502 -6.2695 8.1955 -0.1 -0.1 0.0
Cl -6.7534 5.8110 -2.8172 0.3 0.1 -0.1
C -6.2300 4.9254 -4.2705 -0.1 0.0 -0.1
C -5.8571 3.4987 -3.9612 -0.1 0.0 -0.1
Cl -4.3656 3.3998 -2.9783 -0.6 0.4 0.1
H -5.3975 5.4678 -4.7123 0.0 0.0 0.1
H -7.0632 4.9423 -4.9716 0.0 -0.1 0.0
H -5.6663 2.9568 -4.8860 0.0 0.0 0.0
H -6.6489 2.9841 -3.4209 0.0 0.1 0.1
Cl -12.1311 4.3013 -3.2472 0.0 0.0 0.0
C -11.5724 3.2912 -1.8864 -0.1 -0.1 0.1
C -10.8872 4.1051 -0.8199 0.0 0.0 0.1
Cl -9.3253 4.7598 -1.3771 -0.2 -0.1 0.0
H -10.9144 2.5252 -2.2845 0.1 0.0 0.0
H -12.4531 2.8054 -1.4694 0.0 0.0 0.0
H -10.6794 3.4757 0.0445 0.0 -0.1 0.0
H -11.5054 4.9393 -0.4968 0.0 0.0 -0.1
Cl -5.5382 0.3881 -6.2096 0.0 0.0 0.0
C -4.8224 -0.5348 -4.8576 0.1 0.0 0.1
C -5.2089 -1.9891 -4.8930 0.1 -0.1 0.0
Cl -6.9400 -2.2290 -4.5412 -0.1 0.0 0.0
H -5.1353 -0.0656 -3.9264 -0.1 0.0 0.0
H -3.7431 -0.4367 -4.9443 0.0 -0.1 0.0
H -4.6505 -2.5319 -4.1317 0.0 0.1 0.0
H -4.9967 -2.4381 -5.8601 -0.1 0.0 0.0
```
Forces are in eV/Å.

HOMO: -9.1 eV
structure (SMILES): C#CC1=C(CCCCCCCCCOC)C(=O)C=C(CCCC)C1=O.ClCCCl.ClCCCl.ClCCCl.ClCCCl.ClCCCl.ClCCCl.ClCCCl.ClCCCl.ClCCCl
2S+1: 1

[3]
DFT (wB97M-V/def2-TZVPD) results for a 6-piece molecular cluster, C40H70N3O7P overall in a non-equilibrium geometry.

Structure (XYZ):
```
121
Properties=species:S:1:pos:R:3:forces:R:3
C 2.0204 -3.7707 1.9897 0.9 0.9 0.1
C 2.4863 -2.4707 1.2434 -0.5 0.4 0.3
C 1.4899 -2.0398 0.0739 1.6 0.3 1.3
C 1.1170 -0.5516 0.3503 -0.3 0.0 -1.2
C -0.0298 0.0130 -0.5482 -0.9 -0.8 0.1
C -1.0035 1.0057 0.1710 0.2 0.5 -0.2
C -0.3339 2.0100 1.1851 -1.2 0.7 0.0
C -1.0127 2.0410 2.6126 1.5 0.0 0.2
C -0.5663 0.8518 3.5523 -0.5 -0.6 -0.3
C -1.6226 -0.2940 3.4661 1.4 0.9 0.3
N -1.3655 -1.2635 2.5790 -2.6 0.6 2.2
C -2.4005 -2.1756 2.5833 -0.2 -2.0 -1.5
C -2.3088 -3.2890 1.6325 -1.1 -0.6 0.1
C -3.3170 -4.2659 1.5262 -0.2 0.9 1.0
C -4.4958 -4.2294 2.3995 1.4 1.5 0.4
C -4.5983 -3.1902 3.3445 -0.1 -0.1 -0.5
C -5.8033 -3.1091 4.3283 0.0 -0.9 -0.5
C -7.1780 -3.4646 3.6619 -1.0 0.7 0.7
C -7.8924 -2.1809 3.1028 0.7 -0.5 -1.3
N -8.6088 -1.2616 3.9565 0.5 -0.6 0.2
O -7.8156 -1.9596 1.9129 -0.4 -0.1 0.9
C -3.5649 -2.1457 3.4298 -0.4 -0.4 -0.1
N -3.7535 -1.1436 4.3488 1.6 0.7 -0.6
C -2.7976 -0.2108 4.3500 0.6 -1.0 -0.4
P -3.0944 1.1840 5.5596 -2.1 0.9 -1.1
O -4.2862 1.9916 5.1151 0.9 -0.8 0.6
H 1.4995 -4.4371 1.2732 0.3 0.1 0.7
H 1.3785 -3.4730 2.8532 0.1 -0.4 -0.8
H 2.9229 -4.2368 2.4481 -0.8 -0.1 -0.4
H 2.4748 -1.6480 2.0040 0.1 -0.6 -0.5
H 3.5459 -2.5096 0.8921 -0.8 -0.3 0.1
H 0.6398 -2.7507 0.1318 0.3 0.7 -0.4
H 2.0868 -2.1282 -0.8599 -1.0 -0.1 0.3
H 2.0339 0.0499 0.1258 -0.6 -0.4 0.7
H 0.8022 -0.4774 1.4092 0.4 0.1 -0.6
H -0.6503 -0.8683 -0.8604 0.4 0.7 0.1
H 0.3215 0.4552 -1.5099 0.0 -0.3 0.9
H -1.4874 1.6144 -0.6336 0.3 -0.4 0.6
H -1.8504 0.5033 0.6921 0.8 0.0 -0.4
H -0.5216 3.0349 0.7740 0.3 -0.7 0.3
H 0.7679 1.9210 1.2800 -0.7 -0.2 0.0
H -0.6219 2.9747 3.0894 -0.6 -0.6 -0.3
H -2.1211 2.0743 2.5529 0.6 0.2 -0.1
H -0.4324 1.1676 4.6132 -0.2 -0.1 -0.8
H 0.4305 0.4528 3.2481 -0.8 0.2 0.1
H -1.4513 -3.3623 0.9434 -0.4 0.3 0.6
H -3.2381 -5.0883 0.7899 0.1 0.7 0.5
H -5.2851 -4.9928 2.3212 0.6 0.4 0.0
H -5.6170 -3.8858 5.1107 -0.1 0.8 -0.4
H -5.8927 -2.1157 4.8072 0.4 -0.6 -0.2
H -7.8839 -3.8728 4.4300 0.7 0.2 -0.4
H -7.1147 -4.2288 2.8616 0.1 0.7 0.4
H -8.1383 -1.1426 4.8557 -0.3 -0.3 -0.2
H -9.5642 -1.5842 4.1203 0.3 0.2 -0.1
H -3.2700 0.5633 6.8371 0.4 0.0 -0.5
H -1.9887 2.0627 5.6512 0.2 -0.7 0.2
C 3.4141 0.3367 -4.4797 0.3 0.0 0.1
C 2.7564 -0.6486 -5.4268 -0.2 0.0 -0.2
C 2.4186 -1.8006 -4.4955 0.1 -0.1 0.1
O 2.1750 -1.2307 -3.2028 0.1 0.1 -0.2
C 2.6050 0.1370 -3.2092 -0.2 0.0 0.0
H 3.3991 1.3653 -4.8364 0.0 -0.1 0.0
H 4.4554 0.0493 -4.3100 0.0 0.1 0.0
H 1.8383 -0.2154 -5.8345 0.0 0.0 0.0
H 3.3908 -0.9462 -6.2600 0.0 0.0 0.1
H 3.2591 -2.4972 -4.4038 0.0 0.0 -0.1
H 1.5383 -2.3589 -4.8197 0.0 0.0 0.1
H 1.7118 0.7711 -3.2045 0.1 0.1 0.0
H 3.1825 0.3430 -2.3055 -0.1 -0.1 0.0
C 5.9239 2.7495 -8.5038 0.2 -0.1 0.2
C 5.2636 1.7656 -9.4542 -0.3 0.1 -0.2
C 4.9247 0.6121 -8.5253 0.1 -0.2 0.1
O 4.6826 1.1801 -7.2325 0.1 0.1 -0.2
C 5.1140 2.5477 -7.2346 -0.3 0.1 0.0
H 5.9104 3.7796 -8.8580 0.0 0.0 0.0
H 6.9622 2.4618 -8.3347 0.0 0.1 0.0
H 4.3458 2.2004 -9.8609 0.0 -0.1 0.0
H 5.8978 1.4673 -10.2894 0.0 0.0 0.0
H 5.7642 -0.0859 -8.4353 0.0 0.0 -0.1
H 4.0434 0.0556 -8.8505 0.0 0.0 0.1
H 4.2203 3.1823 -7.2280 0.0 0.1 0.0
H 5.6911 2.7511 -6.3308 0.0 -0.1 0.0
C -7.5608 3.5202 5.8536 -0.1 0.0 -0.4
C -8.1534 4.7378 6.5414 0.1 0.2 0.1
C -9.0138 4.0971 7.6206 -0.2 -0.1 0.0
O -8.3749 2.8644 7.9786 0.0 0.2 -0.2
C -7.3538 2.5749 7.0138 0.2 -0.1 0.3
H -6.6417 3.7271 5.3067 0.0 -0.1 0.0
H -8.2881 3.0990 5.1535 0.0 0.0 0.0
H -7.3563 5.3297 7.0003 0.0 0.0 0.0
H -8.7196 5.3889 5.8752 0.0 0.0 0.0
H -10.0150 3.8613 7.2435 0.0 0.1 0.0
H -9.1159 4.7269 8.5064 0.0 -0.1 0.0
H -6.3820 2.7440 7.4893 0.1 -0.1 -0.1
H -7.4193 1.5274 6.7150 0.0 0.0 0.1
C 9.9357 5.2953 -10.7335 0.3 0.0 0.1
C 9.2721 4.3136 -11.6829 -0.2 0.1 -0.2
C 8.9347 3.1599 -10.7541 0.1 -0.2 0.2
O 8.6971 3.7267 -9.4594 0.2 0.2 -0.3
C 9.1296 5.0933 -9.4621 -0.2 0.0 0.1
H 9.9219 6.3263 -11.0865 0.0 0.0 0.0
H 10.9768 5.0052 -10.5667 0.0 0.0 0.0
H 8.3540 4.7502 -12.0861 0.0 0.0 0.0
H 9.9031 4.0154 -12.5199 0.0 0.0 0.0
H 9.7733 2.4609 -10.6674 0.0 0.0 -0.1
H 8.0517 2.6050 -11.0774 0.0 0.0 0.1
H 8.2373 5.7292 -9.4530 0.1 0.1 0.0
H 9.7090 5.2949 -8.5599 -0.1 -0.1 0.0
C -1.0197 -3.4930 6.2626 -0.2 0.1 -0.2
C -0.7861 -4.9191 6.7295 0.0 -0.1 0.3
C 0.4896 -5.2845 5.9893 0.1 -0.1 -0.3
O 1.2378 -4.0726 5.8304 -0.3 0.0 0.1
C 0.3997 -2.9603 6.1662 0.2 0.0 0.1
H -1.6496 -2.9076 6.9335 0.0 0.0 0.0
H -1.4865 -3.4974 5.2724 0.0 0.0 0.0
H -0.6098 -4.9329 7.8088 0.0 0.0 0.0
H -1.6133 -5.5945 6.5113 0.0 0.0 0.0
H 0.2702 -5.6789 4.9912 0.0 -0.1 0.0
H 1.0930 -6.0174 6.5275 0.1 0.1 0.0
H 0.7400 -2.5605 7.1281 -0.1 0.1 0.0
H 0.5055 -2.1806 5.4082 0.1 -0.1 0.0
```
Forces are in eV/Å.

HOMO: -9.0 eV
structure (SMILES): CCCCCCCCCc1nc2cccc(CCC(N)=O)c2nc1[PH2]=O.C1CCOC1.C1CCOC1.C1CCOC1.C1CCOC1.C1CCOC1
2S+1: 1